# 1
# C9H12N8O4Si

A cluster of 2 separate species, C9H12N8O4Si in total in a non-equilibrium geometry (ωB97M-V/def2-TZVPD, OMol25).

Each line ends with the Löwdin charge.
Element x y z (Å)
O1 -4.710 4.091 1.393  0.106
N1 -3.482 4.266 1.400  -0.293
O2 -2.962 5.419 1.382  0.056
C1 -2.571 3.143 1.430  -0.063
C2 -1.209 3.339 1.443  0.108
C3 -0.318 2.271 1.435  -0.105
N2 1.105 2.492 1.379  -0.304
O3 1.563 3.549 1.864  0.092
O4 1.833 1.614 0.838  0.055
C4 -0.748 0.944 1.432  0.083
N3 -2.057 0.770 1.426  -0.014
N4 -2.765 -0.443 1.380  0.085
N5 -4.060 -0.076 1.347  0.011
N6 -4.239 1.278 1.370  0.087
C5 -3.012 1.818 1.417  -0.191
H1 -0.845 4.348 1.437  0.137
H2 -0.043 0.135 1.420  0.132
C6 3.628 -1.885 -1.782  -0.182
Si1 1.855 -2.294 -1.430  0.414
C7 1.416 -3.944 -2.150  -0.188
C8 1.550 -2.284 0.402  -0.188
C9 0.762 -1.002 -2.176  -0.196
N7 -0.557 -1.137 -2.107  -0.198
N8 -1.745 -1.257 -2.042  0.175
H3 4.272 -2.643 -1.315  0.040
H4 3.831 -1.882 -2.861  0.038
H5 3.902 -0.904 -1.374  0.036
H6 2.034 -4.725 -1.686  0.036
H7 0.359 -4.185 -1.974  0.034
H8 1.596 -3.960 -3.233  0.038
H9 2.166 -3.053 0.883  0.037
H10 1.809 -1.307 0.830  0.016
H11 0.494 -2.492 0.623  0.033
H12 1.149 -0.002 -2.401  0.073

The value obtained for the energy is -1378.3554 a.u. As for the HOMO-LUMO gap: 6.44 eV. As for the net charge: 0. The value obtained for the HOMO energy is -0.321 Ha.

***

# 2
# C15H44N8O8

A cluster of 6 separate species, C15H44N8O8 in total in a non-equilibrium geometry (ωB97M-V/def2-TZVPD, OMol25).

Each line ends with the Löwdin charge.
Element x y z (Å)
C1 -3.341 -1.650 3.638  -0.659
O1 -2.658 -0.641 3.465  0.020
N1 -4.433 -1.935 2.875  0.161
N2 -3.028 -2.633 4.530  0.153
H1 -4.772 -1.160 2.331  0.100
H2 -4.991 -2.732 3.104  0.091
H3 -3.605 -3.439 4.381  0.084
H4 -2.073 -2.789 4.802  0.107
C2 3.378 0.409 3.878  -0.631
O2 2.410 -0.311 3.694  0.032
N3 4.663 0.085 3.486  0.152
N4 3.377 1.625 4.520  0.155
H5 5.306 0.840 3.381  0.091
H6 4.763 -0.876 3.209  0.089
H7 2.551 2.176 4.662  0.107
H8 4.291 1.957 4.747  0.086
C3 -1.220 -3.340 -1.268  -0.680
O3 -2.191 -3.852 -0.706  0.000
N5 -0.892 -3.507 -2.561  0.156
N6 -0.482 -2.369 -0.640  0.163
H9 -0.065 -3.131 -2.982  0.092
H10 -1.470 -4.137 -3.090  0.106
H11 0.336 -2.103 -1.146  0.029
H12 -0.529 -2.253 0.361  0.074
C4 -1.324 1.702 1.826  -0.100
O4 -1.871 0.878 0.795  -0.186
C5 -3.142 1.304 0.402  -0.245
C6 -3.486 0.772 -0.960  -0.213
N7 -2.840 1.446 -2.083  -0.055
C7 -3.356 2.782 -2.419  -0.184
C8 -4.798 2.711 -3.001  -0.223
O5 -4.839 1.872 -4.155  -0.189
C9 -6.191 1.791 -4.575  -0.122
H13 -0.623 1.118 2.410  0.067
H14 -1.995 2.326 2.421  0.089
H15 -0.857 2.491 1.218  0.091
H16 -3.177 2.398 0.294  0.110
H17 -3.884 1.023 1.158  0.118
H18 -4.567 0.634 -1.116  0.106
H19 -3.268 -0.297 -1.066  0.124
H20 -2.782 0.921 -2.942  0.101
H21 -2.595 3.265 -3.031  0.113
H22 -3.393 3.377 -1.504  0.100
H23 -5.120 3.729 -3.236  0.119
H24 -5.417 2.250 -2.229  0.103
H25 -6.598 2.753 -4.899  0.085
H26 -6.851 1.403 -3.792  0.085
H27 -6.153 1.079 -5.400  0.089
C10 5.595 3.727 -1.438  -0.095
O6 4.526 2.816 -1.708  -0.190
C11 4.661 1.605 -1.027  -0.251
C12 3.699 0.621 -1.710  -0.201
N8 3.692 -0.678 -1.059  -0.062
C13 2.817 -1.667 -1.692  -0.183
C14 2.763 -3.027 -0.917  -0.203
O7 3.815 -3.207 0.001  -0.164
C15 3.569 -2.671 1.299  -0.098
H28 6.565 3.279 -1.662  0.084
H29 5.577 4.039 -0.392  0.084
H30 5.407 4.562 -2.108  0.087
H31 4.476 1.613 0.055  0.119
H32 5.668 1.195 -1.173  0.120
H33 3.984 0.513 -2.755  0.123
H34 2.705 1.083 -1.647  0.124
H35 3.297 -0.663 -0.125  0.087
H36 3.050 -1.646 -2.759  0.114
H37 1.777 -1.315 -1.629  0.084
H38 2.830 -3.862 -1.621  0.120
H39 1.751 -3.181 -0.547  0.087
H40 3.995 -3.349 2.036  0.094
H41 2.504 -2.610 1.537  0.074
H42 3.921 -1.643 1.392  0.052
O8 0.382 -1.464 2.029  -0.070
H43 1.069 -1.248 2.680  -0.002
H44 -0.291 -0.785 2.155  0.004

The value obtained for the energy is -1637.8529 a.u. Its SMILES is COCCNCCOC.COCCNCCOC.NC(N)=O.NC(N)=O.NC(N)=O.O. As for the HOMO-LUMO gap: 8.60 eV. As for the net charge: 0. The value obtained for the HOMO energy is -0.302 Ha. As for the energy relative to the best compared isomer or geometry (same formula, charge and spin): 280.4 kJ/mol.

***

# 3
# C9H10BrF

An isolated molecule of C9H10BrF in a non-equilibrium geometry (ωB97M-V/def2-TZVPD, OMol25).

Each line ends with the Löwdin charge.
Element x y z (Å)
C1 1.650 -0.910 2.218  -0.118
C2 0.784 -1.766 1.492  -0.055
C3 1.689 0.439 2.090  -0.076
C4 0.042 -1.232 0.459  -0.049
C5 0.910 0.939 1.022  -0.044
C6 0.186 0.137 0.182  -0.223
C7 -0.360 -0.344 -2.185  -0.063
C8 -0.473 0.728 -1.061  -0.318
C9 -1.961 1.112 -0.806  -0.683
F1 -1.965 2.105 0.031  0.010
Br1 -2.865 1.697 -2.512  0.645
H1 2.388 -1.257 2.877  0.081
H2 0.826 -2.885 1.745  0.130
H3 2.542 1.071 2.477  0.130
H4 -0.704 -1.747 -0.024  0.083
H5 1.050 1.985 0.737  0.118
H6 -1.201 -1.044 -2.039  0.085
H7 -0.594 0.168 -3.033  0.009
H8 0.494 -0.952 -2.036  0.077
H9 0.154 1.567 -1.180  0.119
H10 -2.592 0.188 -0.455  0.143

The value obtained for the energy is -3022.7793 a.u. Its SMILES is C[C@H](c1ccccc1)[C@@H](F)Br. As for the HOMO-LUMO gap: 10.15 eV. As for the net charge: 0. The value obtained for the HOMO energy is -0.343 Ha. As for the energy relative to the best compared isomer or geometry (same formula, charge and spin): 0.0 kJ/mol.

***

# 4
# C23H37BBr3F4I4N3O3

A cluster of 2 separate species, C23H37BBr3F4I4N3O3 in total in a non-equilibrium geometry (ωB97M-V/def2-TZVPD, OMol25).

Each line ends with the Löwdin charge.
Element x y z (Å)
C1 -1.060 -1.836 4.694  0.008
C2 -0.367 -2.314 3.288  -0.219
O1 -0.475 -3.645 3.008  0.012
N1 0.420 -1.500 2.308  -0.145
C3 1.789 -1.868 2.055  -0.097
N2 -0.250 -0.519 1.654  -0.061
C4 -0.999 -1.002 0.366  -0.169
C5 -2.475 -0.489 0.506  -0.221
C6 -3.669 -0.487 -0.541  -0.695
C7 -3.609 0.610 -1.786  -0.196
I1 -4.459 -2.485 -1.147  0.750
C8 -0.045 -0.882 -0.965  -0.194
C9 -0.397 -1.744 -2.290  -0.611
I2 -0.876 -3.901 -1.796  0.857
C10 -1.412 -1.352 -3.441  -0.781
C11 -1.205 -2.552 -4.612  -0.292
I3 -1.131 0.449 -4.647  0.884
C12 0.643 0.631 -1.206  -0.227
C13 2.188 0.599 -1.721  -0.579
Br1 3.540 -0.149 -0.403  0.753
C14 2.550 -0.114 -3.130  -0.692
C15 3.383 -1.560 -2.990  -0.251
Br2 3.817 1.053 -4.231  0.619
C16 0.384 1.611 0.128  -0.501
Br3 -1.250 2.795 -0.251  0.882
C17 1.496 2.839 0.261  -0.121
C18 1.185 4.038 -0.867  -0.353
O2 0.976 5.313 -0.435  -0.051
N3 1.166 3.844 -2.362  -0.212
C19 2.471 4.499 -2.856  -0.112
C20 0.079 4.620 -3.062  -0.145
C21 0.337 0.855 1.559  -0.206
C22 -0.394 1.824 2.718  -0.123
C23 0.321 1.621 4.218  -0.621
O3 -0.343 1.235 5.317  -0.117
I4 2.487 2.034 4.574  0.786
H1 -0.320 -1.681 5.587  0.127
H2 -1.663 -0.837 4.439  0.079
H3 -1.913 -2.638 4.929  0.125
H4 2.574 -0.985 2.231  0.071
H5 2.093 -2.360 1.026  0.084
H6 2.120 -2.686 2.865  0.152
H7 -1.074 -0.395 2.331  0.152
H8 -1.022 -2.182 0.603  0.132
H9 -2.491 0.589 1.030  0.098
H10 -2.931 -1.146 1.411  0.150
H11 -4.620 -0.083 0.078  0.099
H12 -4.249 1.574 -1.583  0.097
H13 -4.053 0.120 -2.767  0.066
H14 -2.473 0.800 -1.968  -0.011
H15 0.942 -1.475 -0.574  0.115
H16 0.646 -1.982 -2.834  0.066
H17 -2.564 -1.443 -3.248  0.023
H18 -0.125 -2.998 -4.601  0.068
H19 -1.340 -2.103 -5.711  0.046
H20 -2.067 -3.368 -4.542  0.074
H21 0.053 1.248 -2.041  0.071
H22 2.608 1.705 -1.913  0.057
H23 1.670 -0.352 -3.853  0.036
H24 4.534 -1.415 -2.841  0.066
H25 3.266 -2.048 -4.074  0.098
H26 2.874 -2.315 -2.255  0.070
H27 1.420 3.421 1.297  0.130
H28 2.609 2.517 0.194  0.097
H29 2.632 4.351 -4.006  0.102
H30 2.452 5.664 -2.602  0.114
H31 3.330 3.989 -2.212  0.104
H32 -0.994 4.518 -2.607  0.070
H33 0.295 5.789 -3.151  0.108
H34 -0.015 4.226 -4.185  0.108
H35 1.473 0.862 1.934  0.116
H36 -1.574 1.649 2.765  0.138
H37 -0.288 2.968 2.504  0.111
B1 -1.326 -4.713 7.286  -1.053
F1 -1.880 -5.886 6.628  0.024
F2 0.018 -4.468 6.787  0.017
F3 -2.165 -3.559 7.006  0.014
F4 -1.276 -4.940 8.721  0.026

The value obtained for the energy is -10625.3136 a.u. As for the HOMO-LUMO gap: 8.05 eV. As for the net charge: 0. The value obtained for the HOMO energy is -0.353 Ha.

***

# 5
# C12H12F6I2O5RhSV

A structure of composition C12H12F6I2O5RhSV in a non-equilibrium geometry (ωB97M-V/def2-TZVPD, OMol25).

Each line ends with the Löwdin charge.
Element x y z (Å)
I1 -0.288 -1.777 -2.563  0.945
I2 -2.659 -1.871 0.435  1.030
V1 -0.560 -0.695 1.177  -0.055
Rh1 0.959 1.473 0.134  0.929
S1 0.979 -0.950 -0.369  0.397
C1 2.788 1.481 0.381  -0.128
C2 0.793 3.228 0.747  -0.116
C3 2.136 -2.627 -0.030  -0.660
C4 1.128 -3.742 0.089  -0.080
C5 2.924 -2.385 1.244  -0.032
C6 3.003 -2.682 -1.263  -0.076
C7 -0.673 0.836 2.326  -0.130
C8 -0.279 -1.742 2.670  -0.165
O1 0.884 4.278 1.218  0.315
O2 3.944 1.533 0.312  0.297
O3 -0.737 1.571 3.232  0.272
O4 -0.136 -2.355 3.659  0.280
H1 1.653 -4.707 0.117  0.152
H2 0.416 -3.751 -0.752  0.025
H3 0.554 -3.655 1.018  0.076
H4 3.512 -3.287 1.468  0.151
H5 2.278 -2.214 2.112  0.076
H6 3.610 -1.537 1.140  0.101
H7 3.686 -3.545 -1.224  0.150
H8 3.589 -1.762 -1.338  0.102
H9 2.403 -2.736 -2.178  0.044
C9 -3.288 1.236 -1.548  0.052
C10 -2.219 2.096 -0.862  -0.353
O5 -1.189 1.361 -0.397  -0.139
C11 -1.720 3.208 -1.894  -0.461
F1 -2.697 4.134 -2.153  0.204
F2 -0.617 3.881 -1.454  0.145
F3 -1.405 2.623 -3.073  0.189
C12 -2.892 2.841 0.384  -0.439
F4 -4.072 3.436 0.097  0.252
F5 -3.144 1.929 1.366  0.155
F6 -2.075 3.784 0.924  0.193
H10 -2.768 0.613 -2.276  0.088
H11 -4.018 1.881 -2.052  0.149
H12 -3.802 0.596 -0.822  0.065

The value obtained for the energy is -3486.0664 a.u. As for the HOMO-LUMO gap (spin up / spin down): 6.18 / 5.51 eV. Its expectation value of S² is 12.04. As for the net charge: +4. As for the spin multiplicity: 7. The value obtained for the HOMO energy (spin up / spin down) is -0.850 / -0.875 Ha.

***

# 6
# C31H44InN3OP2S5

A structure of composition C31H44InN3OP2S5 (ωB97M-V/def2-TZVPD, OMol25).

Each line ends with the Löwdin charge.
Element x y z (Å)
In1 -0.601 -0.397 -0.253  0.205
C1 3.497 -1.427 3.362  -0.100
C2 2.440 -1.635 2.277  -0.523
C3 1.472 -2.754 2.657  -0.125
P1 1.450 -0.157 1.669  1.052
C4 2.714 1.223 1.653  -0.517
C5 3.853 0.936 0.682  -0.130
C6 2.042 2.541 1.299  -0.104
C7 0.290 0.349 2.955  -0.323
C8 0.343 0.037 4.309  -0.085
C9 -0.694 0.375 5.156  -0.085
C10 -1.836 0.972 4.635  -0.070
C11 -1.907 1.297 3.300  -0.047
C12 -0.826 1.045 2.443  -0.409
N1 -0.814 1.415 1.119  -0.101
C13 -1.327 2.610 0.742  -0.311
C14 -1.480 3.679 1.653  -0.038
C15 -2.008 4.890 1.277  -0.077
C16 -2.393 5.117 -0.040  -0.098
C17 -2.179 4.123 -0.970  -0.116
C18 -1.644 2.887 -0.611  -0.308
P2 -1.358 1.605 -1.834  1.042
C19 -2.938 1.349 -2.803  -0.523
C20 -3.406 2.449 -3.751  -0.100
C21 -4.011 1.025 -1.765  -0.115
C22 0.056 2.180 -2.911  -0.540
C23 0.126 3.674 -3.205  -0.102
C24 0.100 1.342 -4.184  -0.127
H1 3.996 -2.379 3.555  0.082
H2 3.059 -1.092 4.295  0.062
H3 4.255 -0.709 3.059  0.060
H4 2.964 -1.944 1.359  0.073
H5 0.938 -2.509 3.570  0.071
H6 2.009 -3.691 2.816  0.079
H7 0.731 -2.906 1.870  0.035
H8 3.095 1.281 2.682  0.112
H9 3.469 0.846 -0.332  0.023
H10 4.391 0.025 0.937  0.057
H11 4.565 1.760 0.705  0.081
H12 1.621 2.497 0.294  0.073
H13 2.766 3.353 1.332  0.085
H14 1.240 2.770 1.995  0.066
H15 1.218 -0.449 4.716  0.084
H16 -0.634 0.150 6.211  0.100
H17 -2.678 1.177 5.279  0.106
H18 -2.805 1.737 2.888  0.126
H19 -1.168 3.531 2.676  0.109
H20 -2.121 5.672 2.015  0.105
H21 -2.828 6.060 -0.333  0.096
H22 -2.428 4.300 -2.005  0.086
H23 -2.735 0.440 -3.389  0.083
H24 -3.790 3.306 -3.203  0.067
H25 -4.218 2.062 -4.367  0.084
H26 -2.608 2.777 -4.415  0.056
H27 -4.235 1.902 -1.156  0.080
H28 -3.675 0.223 -1.102  0.053
H29 -4.928 0.701 -2.254  0.087
H30 0.933 1.918 -2.300  0.067
H31 -0.712 4.001 -3.815  0.069
H32 1.045 3.883 -3.754  0.083
H33 0.139 4.253 -2.283  0.070
H34 -0.708 1.619 -4.856  0.070
H35 0.011 0.281 -3.945  0.044
H36 1.045 1.499 -4.705  0.086
O1 -4.251 -6.391 -0.073  -0.061
C25 -3.668 -5.348 -0.122  -1.041
S1 -3.079 -4.618 -1.621  0.942
C26 -2.417 -3.148 -0.909  -1.133
C27 -2.495 -3.033 0.433  -1.141
S2 -1.902 -1.760 1.444  0.615
S3 -3.277 -4.359 1.287  0.958
S4 -1.728 -2.003 -2.008  0.560
S5 1.725 -0.739 -1.763  0.678
C28 1.970 -2.413 -1.656  -0.792
N2 3.107 -2.848 -1.104  0.011
C29 3.422 -4.251 -0.937  -0.164
C30 2.122 -5.047 -0.848  -0.144
C31 1.261 -4.711 -2.062  -0.150
N3 1.099 -3.275 -2.151  0.011
H37 3.775 -2.145 -0.832  0.121
H38 4.009 -4.369 -0.022  0.123
H39 4.028 -4.607 -1.780  0.124
H40 1.577 -4.773 0.060  0.117
H41 2.337 -6.115 -0.820  0.120
H42 0.271 -5.164 -1.978  0.121
H43 1.737 -5.080 -2.979  0.128
H44 0.196 -2.899 -2.460  0.001

The value obtained for the energy is -4311.0742 a.u. As for the HOMO-LUMO gap: 6.94 eV. As for the net charge: 0. The value obtained for the HOMO energy is -0.250 Ha. As for the energy relative to the best compared isomer or geometry (same formula, charge and spin): 0.0 kJ/mol.